This record from OMol25 describes C4H6N2O in the gas phase. The level of theory is the ωB97M-V functional and the def2-TZVPD basis.

The energy relative to the best compared isomer or geometry (same formula, charge and spin) is 1.7989 eV. The spin multiplicity is 1. The calculation puts the electronic energy at -9271.7029 eV. As for the SMILES: Cc1ncc(O)[nH]1.

Last column: Löwdin charge in e.
Element x y z (Å)
C 1.964 -0.235 0.165  -0.0286
C 0.779 0.359 -0.556  -0.3911
N 0.138 -0.290 -1.505  0.0827
C -1.191 -0.282 -1.142  -0.0966
C -1.319 0.341 0.074  -0.3711
O -2.253 0.375 1.052  0.0777
N -0.113 0.891 0.346  0.1258
H 2.180 -1.183 -0.324  0.0769
H 1.563 -0.504 1.157  0.0810
H 2.856 0.369 0.322  0.0650
H -1.940 -0.828 -1.700  0.1001
H -2.826 -0.389 0.927  0.1160
H 0.163 1.376 1.183  0.1623

This record from OMol25 describes C4H6N2O in the gas phase. The level of theory is the ωB97M-V functional and the def2-TZVPD basis.

The energy relative to the best compared isomer or geometry (same formula, charge and spin) is 6.7251 eV. The spin multiplicity is 1. The calculation puts the electronic energy at -9266.7767 eV.

Last column: Löwdin charge in e.
Element x y z (Å)
C 1.299 0.919 0.700  -0.1514
C -0.977 -0.082 -0.061  -0.3160
C 0.717 -0.201 -0.027  -0.4355
N -1.617 -1.182 0.398  0.1196
C -1.109 1.086 -0.529  0.2343
O 0.963 1.366 -0.623  -0.1266
N 1.218 -1.331 -0.369  0.0982
H -1.023 -2.004 0.434  0.0941
H -2.562 -1.337 0.085  0.1040
H 1.300 -1.460 -1.376  0.0577
H 0.768 1.399 1.521  0.1161
H 2.371 0.827 0.864  0.1229
H -1.348 2.000 -1.018  0.0826

This record from OMol25 describes C4H6N2O in the gas phase. The level of theory is the ωB97M-V functional and the def2-TZVPD basis.

The energy relative to the best compared isomer or geometry (same formula, charge and spin) is 0.9416 eV. The spin multiplicity is 1. The calculation puts the electronic energy at -9272.5603 eV. As for the SMILES: N[C@@H]1NC=CC1=O.

Last column: Löwdin charge in e.
Element x y z (Å)
N 1.918 0.607 0.022  0.0681
C 0.634 0.112 -0.395  -0.3510
N -0.426 1.098 -0.265  0.0293
C -1.590 0.441 0.028  -0.1035
C -1.414 -0.857 0.384  -0.0140
C 0.019 -1.123 0.313  -0.3822
O 0.678 -2.076 0.682  0.0584
H 2.627 -0.071 -0.239  0.0801
H 1.950 0.688 1.035  0.0849
H 0.719 -0.197 -1.449  0.1645
H -0.415 1.928 -0.837  0.1371
H -2.527 0.988 -0.016  0.1249
H -2.174 -1.540 0.737  0.1035

This record from OMol25 describes C4H6N2O in the gas phase. The level of theory is the ωB97M-V functional and the def2-TZVPD basis.

The energy relative to the best compared isomer or geometry (same formula, charge and spin) is 2.3732 eV. The spin multiplicity is 1. The calculation puts the electronic energy at -9271.1287 eV. As for the SMILES: Nc1cc[nH]c1O.

Last column: Löwdin charge in e.
Element x y z (Å)
N -1.848 0.593 -0.165  0.0699
C -0.468 0.298 0.002  -0.2838
C 0.701 1.111 -0.043  -0.0388
C 1.766 0.272 0.132  -0.1766
N 1.310 -1.091 0.316  0.0637
C -0.050 -1.004 0.152  -0.3700
O -0.825 -2.113 0.122  0.0745
H -2.009 1.476 -0.638  0.0799
H -2.336 0.652 0.725  0.0876
H 0.735 2.188 -0.165  0.1024
H 2.801 0.482 0.372  0.1094
H 1.913 -1.060 -0.604  0.1767
H -1.690 -1.804 -0.205  0.1051

This record from OMol25 describes C4H6N2O in the gas phase. The level of theory is the ωB97M-V functional and the def2-TZVPD basis.

The energy relative to the best compared isomer or geometry (same formula, charge and spin) is 0.9160 eV. The spin multiplicity is 1. The calculation puts the electronic energy at -9272.5858 eV. As for the SMILES: Nc1cc[nH]c1O.

Last column: Löwdin charge in e.
Element x y z (Å)
N 1.143 -0.360 -1.591  0.0625
C 0.424 -0.224 -0.368  -0.2946
C 0.523 -0.876 0.901  -0.0533
C -0.435 -0.338 1.718  -0.1363
N -1.120 0.622 0.995  0.0839
C -0.583 0.695 -0.253  -0.3548
O -1.013 1.604 -1.160  0.0754
H 0.661 -0.988 -2.228  0.0822
H 2.069 -0.744 -1.437  0.0757
H 1.237 -1.636 1.187  0.0950
H -0.695 -0.543 2.747  0.1027
H -1.913 1.153 1.308  0.1544
H -0.297 1.635 -1.818  0.1071

This record from OMol25 describes C4H6N2O in the gas phase. The level of theory is the ωB97M-V functional and the def2-TZVPD basis.

The energy relative to the best compared isomer or geometry (same formula, charge and spin) is 2.9549 eV. The spin multiplicity is 1. The calculation puts the electronic energy at -9270.5469 eV. As for the SMILES: C[C@H]1CN=NC1=O.

Last column: Löwdin charge in e.
Element x y z (Å)
C 1.189 0.974 0.277  -0.0971
C 0.225 0.093 -0.450  -0.2269
C 0.039 -1.368 -0.033  -0.1999
N -1.370 -1.686 -0.045  0.0028
N -2.148 -0.735 0.164  0.0937
C -1.391 0.532 -0.041  -0.3375
O -1.846 1.619 0.051  0.1274
H 1.353 1.945 -0.278  0.0970
H 2.218 0.738 0.473  0.0650
H 0.816 1.440 1.200  0.0840
H 0.176 0.163 -1.567  0.1482
H 0.447 -1.972 -0.770  0.0826
H 0.293 -1.743 1.019  0.1608

This record from OMol25 describes C4H6N2O in the gas phase. The level of theory is the ωB97M-V functional and the def2-TZVPD basis.

The energy relative to the best compared isomer or geometry (same formula, charge and spin) is 3.1998 eV. The spin multiplicity is 1. The calculation puts the electronic energy at -9270.3021 eV. As for the SMILES: Cc1cc(O)n[nH]1.

Last column: Löwdin charge in e.
Element x y z (Å)
C -1.697 0.248 -0.136  -0.0399
C -0.646 -0.810 0.104  -0.2980
C 0.385 -0.875 -0.826  0.0140
C 1.390 -0.114 -0.204  -0.4387
O 2.485 0.379 -0.803  0.0728
N 1.101 0.214 1.049  0.1013
N -0.063 -0.450 1.291  -0.0405
H -0.943 1.086 0.026  0.1075
H -2.473 0.336 0.629  0.0729
H -2.120 0.277 -1.141  0.0800
H 0.333 -1.182 -1.863  0.1142
H 2.895 0.960 -0.146  0.1134
H -0.649 -0.070 2.021  0.1408

This record from OMol25 describes a molecular structure, C4H6N2O. The level of theory is the ωB97M-V functional and the def2-TZVPD basis.

The energy relative to the best compared isomer or geometry (same formula, charge and spin) is 3.7039 eV. The spin multiplicity is 1. The calculation puts the electronic energy at -9269.7980 eV.

Last column: Löwdin charge in e.
Element x y z (Å)
C 1.070 1.455 -0.065  -0.0407
C -0.038 0.524 -0.574  -0.2533
O 0.482 -0.727 -1.059  0.0109
C -0.183 -1.561 -0.207  -0.4001
N -0.124 -2.811 -0.195  0.1866
C -0.872 -0.458 0.492  -0.2515
N -1.691 -0.120 1.386  0.2087
H 1.846 1.609 -0.830  0.0871
H 0.693 2.452 0.202  0.0814
H 1.553 1.021 0.814  0.0839
H -0.610 1.030 -1.382  0.1470
H -1.404 0.772 0.879  0.0711
H -0.721 -3.187 0.538  0.0688

no.,frontier orbital gap (Eh),molecular weight (g/mol),E_HOMO (eV)
1,0.3140,98.1,-7.9
2,0.3003,98.1,-8.3
3,0.3433,98.1,-8.7
4,0.3200,98.1,-7.8
5,0.3091,98.1,-7.5
6,0.3285,98.1,-9.3
7,0.3348,98.1,-8.6
8,0.3809,98.1,-10.2